Computed, not measured: 18 unconnected molecules or ions with the total composition C20H76O28, with ωB97M-V/def2-TZVPD.

```
124
Properties=species:S:1:pos:R:3:lowdin_charge:R:1
O 7.434 -5.007 15.204 -0.0352
H 7.539 -5.569 14.472 -0.0108
H 6.483 -5.063 15.392 -0.0122
O 2.863 -5.362 9.459 -0.0506
H 2.218 -5.884 8.936 0.0970
H 2.343 -4.605 9.789 0.0216
O 7.523 -2.129 15.470 -0.0507
H 7.893 -2.283 16.363 0.1007
H 7.373 -3.038 15.177 0.0328
O 9.275 -0.326 14.381 -0.0094
H 9.693 -0.753 13.664 -0.0097
H 9.066 -0.960 15.020 -0.0327
O 6.432 -6.298 12.674 -0.0522
H 6.093 -5.515 12.268 -0.0091
H 5.554 -6.713 12.851 0.0542
O 6.459 -1.910 9.251 -0.0169
H 5.957 -1.239 8.798 0.0282
H 6.161 -2.789 9.208 -0.0220
O 5.081 0.651 10.169 -0.0387
H 4.111 0.573 10.263 0.0176
H 5.177 1.585 10.148 0.0323
O 4.788 -5.074 15.718 -0.0452
H 5.117 -5.485 16.532 0.0725
H 3.922 -4.782 16.027 0.0646
C 1.460 -5.922 13.558 -0.1976
C 0.493 -5.584 12.520 -0.2684
O 1.150 -4.761 11.657 -0.0552
O 1.068 -7.102 14.349 -0.0451
H 1.503 -5.029 14.169 0.0983
H 2.440 -6.090 13.059 0.1250
H -0.269 -5.011 12.964 0.1189
H 0.116 -6.387 11.931 0.1214
H 1.117 -3.897 11.977 0.0197
H 1.278 -7.862 13.839 0.0259
C 9.047 0.319 9.489 -0.2569
C 9.537 -0.317 10.782 -0.1927
O 8.437 -0.826 11.562 -0.1052
O 8.168 1.355 9.697 -0.0351
H 8.738 -0.467 8.829 0.1088
H 9.928 0.866 9.028 0.1433
H 10.200 0.274 11.439 0.1316
H 10.064 -1.189 10.615 0.0758
H 7.657 -0.270 11.374 0.0815
H 7.267 1.047 9.819 0.0484
C 5.064 2.231 14.250 -0.3212
C 4.709 1.969 12.893 -0.2678
O 3.426 2.458 12.486 -0.0592
O 6.268 1.609 14.455 -0.0374
H 4.322 1.863 14.912 0.0993
H 5.169 3.309 14.487 0.1496
H 4.588 0.869 12.748 0.1038
H 5.554 2.332 12.299 0.1400
H 2.905 2.192 13.218 0.0243
H 6.019 0.672 14.269 0.0520
C 9.603 -3.563 12.178 -0.2816
C 10.178 -4.907 12.568 -0.2455
O 10.650 -4.742 13.878 -0.0533
O 8.951 -3.582 10.946 -0.0633
H 10.429 -2.851 12.146 0.1179
H 8.971 -3.236 12.978 0.0976
H 10.822 -5.329 11.785 0.1250
H 9.272 -5.618 12.667 0.1318
H 10.040 -5.271 14.393 0.0691
H 8.514 -2.730 10.811 0.0447
C 3.558 -8.562 10.955 -0.2135
C 1.984 -8.799 11.147 -0.2036
O 1.766 -10.104 10.653 -0.0744
O 3.886 -7.249 11.341 -0.1169
H 3.927 -8.716 9.926 0.1194
H 4.171 -9.232 11.633 0.1439
H 1.404 -8.096 10.521 0.1183
H 1.715 -8.768 12.214 0.0999
H 2.651 -10.492 10.592 0.0762
H 3.468 -6.559 10.783 0.0488
C 1.079 -1.346 13.713 -0.2222
C 2.277 -0.603 14.134 -0.1960
O 1.796 0.773 14.057 -0.0973
O 1.449 -2.711 13.560 -0.0859
H 0.765 -1.081 12.693 0.1235
H 0.263 -1.307 14.461 0.1522
H 3.213 -0.515 13.453 0.1345
H 2.647 -0.879 15.161 0.1290
H 0.900 0.704 13.646 0.0989
H 1.727 -3.105 14.359 0.0641
C 6.490 -5.664 9.377 -0.2299
C 6.308 -6.796 8.397 -0.2008
O 7.004 -6.457 7.123 -0.0699
O 5.592 -4.668 8.957 -0.0420
H 7.639 -5.460 9.544 0.1664
H 6.244 -6.145 10.283 0.0647
H 5.296 -7.085 8.303 0.0958
H 6.704 -7.702 8.752 0.0967
H 7.935 -6.568 7.321 0.0674
H 4.743 -4.983 9.151 0.0087
C 4.333 0.001 17.467 -0.2213
C 5.008 -1.171 18.095 -0.3251
O 5.220 -2.188 17.254 -0.0219
O 4.219 1.065 18.418 -0.0231
H 3.343 -0.370 17.294 0.0986
H 4.691 0.182 16.477 0.1067
H 4.566 -1.452 19.122 0.1579
H 5.916 -0.830 18.372 0.0894
H 6.131 -2.095 16.993 0.0474
H 3.811 0.707 19.175 0.0544
C 1.772 -0.589 10.032 -0.1937
C 2.464 -1.850 10.341 -0.2158
O 1.655 -2.762 9.587 -0.0716
O 2.350 0.426 10.911 -0.1152
H 0.658 -0.678 10.318 0.1432
H 1.907 -0.216 8.992 0.1490
H 2.457 -2.084 11.377 0.0901
H 3.445 -1.817 9.949 0.1191
H 0.726 -2.534 9.806 0.1055
H 2.261 1.386 10.787 0.1031
C 5.727 -1.866 12.441 -0.1298
C 4.793 -2.996 12.975 -0.2553
O 4.548 -3.970 12.045 -0.0527
O 6.032 -0.982 13.586 -0.0976
H 5.342 -1.366 11.524 0.0976
H 6.634 -2.477 12.161 0.1190
H 3.810 -2.625 13.334 0.0977
H 5.196 -3.462 13.820 0.0790
H 3.705 -3.937 11.536 0.0836
H 6.409 -1.488 14.319 0.0316
```

As for the HOMO-LUMO gap: 9.16 eV. For the total energy, the calculation gives -2913.99015 a.u.

=====

Computed, not measured: a molecular structure, C20H8B4Br4O34V, with ωB97M-V/def2-TZVPD.

```
71
Properties=species:S:1:pos:R:3:lowdin_charge:R:1
O -1.100 -5.621 1.050 -0.2984
V -1.065 -4.071 1.046 0.9316
O -2.532 -3.649 1.288 -0.2791
O -0.777 -0.792 8.935 0.1305
C -0.208 -1.234 7.982 -0.4044
O -0.411 -2.400 7.408 0.2278
B 0.383 -2.513 6.165 -0.8573
O 1.206 -1.303 6.144 0.2333
C 0.912 -0.514 7.183 -0.3795
O 1.449 0.519 7.427 0.1509
O -0.485 -2.653 4.968 0.2699
C -0.088 -3.678 4.264 -0.3288
O -0.583 -4.086 3.247 0.0893
C 1.102 -4.344 4.999 -0.3772
O 1.212 -3.737 6.174 0.2292
O 1.739 -5.264 4.594 0.1710
O -1.137 -3.305 -1.043 0.0885
C -1.052 -2.646 -2.050 -0.3121
O -0.124 -2.802 -2.959 0.2755
B -0.417 -1.937 -4.121 -0.8600
O -1.631 -1.182 -3.741 0.2396
C -2.034 -1.554 -2.541 -0.3835
O -2.988 -1.171 -1.937 0.1691
O -0.682 -2.726 -5.345 0.2246
C -0.026 -2.197 -6.358 -0.3939
O -0.133 -2.479 -7.519 0.1221
C 0.922 -1.096 -5.770 -0.3875
O 0.703 -1.061 -4.468 0.2465
O 1.653 -0.423 -6.425 0.1536
O 4.885 1.208 -0.030 0.1547
C 4.539 0.125 -0.375 -0.3790
O 4.388 -0.933 0.432 0.2281
B 3.931 -2.069 -0.366 -0.8700
O 4.139 -1.688 -1.757 0.2326
C 4.303 -0.365 -1.826 -0.3765
O 4.380 0.297 -2.813 0.1636
O 2.459 -2.341 -0.115 0.2482
C 2.307 -3.524 0.399 -0.3450
O 1.287 -4.034 0.796 0.0853
C 3.694 -4.220 0.399 -0.3787
O 4.581 -3.327 0.011 0.2425
O 3.912 -5.343 0.750 0.1499
O 1.719 -0.193 2.575 0.1906
C 0.911 0.142 1.771 -0.3710
O 0.816 1.336 1.178 0.2319
B -0.192 1.245 0.101 -0.8604
O -0.956 0.020 0.411 0.2602
C -0.237 -0.718 1.219 -0.3355
O -0.462 -1.864 1.492 0.0914
O 0.486 1.105 -1.217 0.2341
C 0.144 2.134 -1.987 -0.3817
O 0.653 2.477 -3.009 0.1424
C -0.916 2.948 -1.224 -0.3617
O -1.038 2.443 -0.002 0.2268
O -1.347 4.015 -1.566 0.1173
Br -4.710 4.909 1.676 0.5730
C -2.775 4.934 1.439 -0.6907
C -2.108 5.966 2.300 -0.6683
Br -2.467 5.692 4.215 0.5498
H -2.624 5.196 0.393 0.0462
H -2.388 3.935 1.599 0.0548
H -2.465 6.970 2.098 0.0446
H -1.028 5.911 2.211 0.0611
Br -1.041 3.430 -5.792 0.6359
C -2.242 4.285 -4.520 -0.7076
C -3.363 5.028 -5.187 -0.7078
Br -2.729 6.549 -6.215 0.5635
H -1.592 4.934 -3.945 0.0418
H -2.622 3.507 -3.865 0.0610
H -4.062 5.415 -4.443 0.0567
H -3.977 4.383 -5.813 0.0544
```

As for the HOMO-LUMO gap: 8.27 eV. As for the net charge: -3. For the total energy, the calculation gives -14665.77191 a.u.

=====

Computed, not measured: a molecular structure, C20H96IN4O36PS, with ωB97M-V/def2-TZVPD.

```
159
Properties=species:S:1:pos:R:3:lowdin_charge:R:1
C -5.405 1.066 1.779 -0.2013
C -4.945 0.958 0.213 -0.4285
P -3.217 0.248 -0.111 0.8932
C -3.005 -1.557 0.460 -0.4350
C -4.395 -2.217 1.116 -0.1547
C -1.799 1.393 0.563 -0.7813
I -1.871 0.847 2.736 0.8823
C -2.172 2.972 0.299 -0.2272
N -1.422 3.641 -0.824 -0.0761
C 0.076 3.467 -0.751 -0.1151
C 0.595 2.189 0.133 -0.3063
N 0.755 2.706 1.563 0.0694
C 1.934 3.390 1.722 -0.4598
S 3.325 4.411 1.782 0.7493
C 2.163 1.718 -0.216 -0.3968
O 2.878 2.362 -1.180 -0.1313
O 2.833 0.577 0.437 -0.1854
N -0.428 1.095 -0.059 -0.0841
C -0.495 0.629 -1.507 -0.1284
C -0.402 -1.035 -1.662 -0.1200
C 1.002 -1.529 -2.382 -0.1936
N 1.808 -2.342 -1.390 -0.1127
C 3.285 -2.372 -1.718 -0.1838
C 4.081 -2.353 -0.248 -0.0325
C 3.355 -3.144 1.007 0.0046
C 4.088 -3.125 2.483 -0.0561
C 5.507 -2.353 2.805 -0.0969
C 6.235 -1.589 1.525 -0.0022
C 5.519 -1.607 0.017 -0.1658
O 6.164 -0.948 -1.132 -0.0847
H -6.510 1.509 1.846 0.0670
H -5.285 0.088 2.409 0.0625
H -4.719 1.903 2.283 0.0471
H -5.093 2.015 -0.285 0.0863
H -5.730 0.233 -0.318 0.0892
H -2.086 -1.769 1.152 0.0571
H -2.819 -2.202 -0.528 0.0612
H -5.375 -1.787 0.599 0.0776
H -4.414 -2.159 2.285 0.0764
H -4.336 -3.375 0.842 0.0533
H -3.308 3.199 0.150 0.1229
H -1.857 3.547 1.297 0.0882
H -1.639 4.671 -0.723 0.1318
H 0.482 3.309 -1.858 0.1220
H 0.525 4.513 -0.408 0.1514
H -0.066 0.257 0.488 0.1561
H -1.421 1.081 -2.112 0.1087
H 0.424 1.002 -2.174 0.1328
H -0.434 -1.585 -0.616 0.1113
H -1.334 -1.349 -2.319 0.0833
H 0.670 -2.286 -3.238 0.1211
H 1.597 -0.677 -2.918 0.1203
H 1.408 -3.291 -1.220 0.1057
H 3.607 -3.314 -2.377 0.0966
H 3.587 -1.349 -2.248 0.1297
H 2.341 -3.726 0.864 0.0894
H 3.573 -3.700 3.384 0.0690
H 5.996 -2.336 3.871 0.0874
H 7.251 -1.042 1.745 0.0916
H 6.202 0.034 -0.936 0.1133
O -2.524 5.715 2.818 -0.0728
H -2.209 6.621 2.958 0.0249
H -1.729 5.229 2.551 0.0100
O -2.518 2.074 -4.389 -0.0608
H -2.391 2.305 -3.456 0.0030
H -2.887 1.179 -4.360 0.0335
O 5.592 1.890 3.473 -0.0691
H 4.942 2.382 2.949 -0.0271
H 5.399 0.962 3.272 0.0337
O 6.765 -5.520 2.635 -0.0651
H 7.705 -5.420 2.419 0.0413
H 6.442 -4.609 2.703 -0.0131
O -3.557 8.858 3.337 -0.0626
H -4.328 8.645 2.790 0.0447
H -3.890 8.798 4.245 0.0443
O -2.910 -2.319 -3.297 -0.0743
H -3.552 -2.155 -2.590 0.0237
H -2.722 -3.267 -3.226 0.0500
O -4.785 -4.877 -0.631 -0.0779
H -5.741 -5.029 -0.662 0.0292
H -4.471 -5.501 0.042 0.0263
O 5.936 -8.407 4.146 -0.0694
H 6.379 -7.552 4.041 0.0175
H 6.192 -8.902 3.353 0.0332
O -8.351 1.989 0.719 -0.0688
H -7.909 2.844 0.614 0.0474
H -8.096 1.494 -0.074 0.0546
O 4.074 -9.447 1.825 -0.0681
H 4.201 -9.216 2.758 0.0125
H 3.705 -10.343 1.854 0.0373
O 7.176 -4.715 -0.731 -0.0665
H 8.115 -4.615 -0.947 0.0365
H 6.853 -3.804 -0.663 0.0040
O -9.706 3.934 -0.934 -0.0723
H -10.662 3.783 -0.965 0.0136
H -9.392 3.311 -0.262 -0.0231
O -12.302 4.936 -1.860 -0.0615
H -11.363 5.036 -2.076 0.0245
H -12.626 5.847 -1.792 0.0501
O 3.250 -5.243 -2.190 -0.0892
H 3.992 -5.510 -2.753 0.0364
H 3.247 -5.901 -1.479 0.0583
O -7.203 -3.500 -1.530 -0.0566
H -7.721 -3.056 -2.218 0.0567
H -6.327 -3.608 -1.929 0.0307
O -10.408 1.035 -1.018 -0.0613
H -11.179 0.822 -1.565 0.0537
H -10.741 0.975 -0.110 0.0490
O 6.198 3.073 0.563 -0.0875
H 6.133 3.141 1.528 -0.0065
H 5.392 2.600 0.307 0.0099
O -4.895 -5.743 2.273 -0.0588
H -4.767 -5.512 3.205 0.0524
H -5.263 -6.639 2.302 0.0513
O 1.063 2.544 -4.569 -0.0608
H 1.649 3.188 -4.995 0.0146
H 1.431 2.447 -3.678 0.0039
O 2.553 -3.928 5.536 -0.0764
H 2.743 -4.399 6.362 0.0156
H 2.583 -2.993 5.788 0.0428
O 3.732 -4.671 -4.875 -0.0580
H 4.672 -4.571 -5.090 0.0531
H 3.409 -3.760 -4.807 0.0397
O 3.761 7.572 3.272 -0.0662
H 3.659 6.647 3.002 -0.0572
H 3.102 7.686 3.973 0.0494
O 4.829 9.772 1.100 -0.0801
H 5.570 9.504 0.537 0.0113
H 4.825 9.113 1.811 -0.0019
O -8.944 5.231 2.024 -0.0663
H -9.355 5.502 1.189 0.0261
H -9.429 4.430 2.274 0.0358
O 2.500 4.732 -6.681 -0.0510
H 1.982 5.177 -7.369 0.0495
H 3.376 4.625 -7.081 0.0489
O 4.542 -5.284 7.808 -0.0574
H 5.284 -5.552 7.245 0.0516
H 4.539 -5.943 8.520 0.0028
O 3.477 1.079 -6.146 -0.0595
H 2.883 1.781 -6.451 0.0241
H 3.149 0.863 -5.260 0.0294
O 5.920 7.349 -0.186 -0.0457
H 5.422 6.526 -0.074 0.0424
H 6.839 7.055 -0.284 0.0764
O 4.726 6.651 -2.653 -0.0665
H 4.853 6.882 -1.721 -0.0174
H 4.357 5.756 -2.624 0.0348
O -1.719 -4.250 -5.535 -0.0644
H -0.779 -4.149 -5.751 0.0409
H -2.042 -3.339 -5.468 0.0228
O -9.913 -2.617 0.131 -0.0640
H -9.171 -2.884 -0.432 -0.0011
H -9.916 -3.275 0.842 0.0408
O 5.647 0.900 -8.792 -0.0709
H 5.545 -0.025 -9.062 0.0364
H 4.988 1.013 -8.091 0.0044
O 5.196 -6.943 10.272 -0.0614
H 5.386 -7.414 11.097 0.0509
H 5.226 -6.008 10.524 0.0462
```

As for the HOMO-LUMO gap: 6.44 eV. For the total energy, the calculation gives -4783.78324 a.u.

=====

LUMO energy list, top to bottom, in eV: -0.32, 4.42, -1.44
HOMO list, top to bottom, in eV: -9.48, -3.85, -7.88
Largest force on an atom list, top to bottom, in Eh/bohr: 0.08172, 0.04128, 0.16204